The following is a DFT calculation (ωB97M-V/def2-TZVPD) of a structure of composition C54H40I2N7O6S3Sc.

Cartesian coordinates (Å):
Sc (-0.49, -0.16, 0.60)
I (5.66, -4.37, 2.35)
C (4.25, -3.10, 1.51)
C (4.60, -1.80, 1.18)
C (3.64, -0.94, 0.68)
I (4.18, 0.97, 0.07)
C (2.31, -1.34, 0.53)
O (1.36, -0.50, 0.18)
C (1.98, -2.69, 0.78)
C (0.62, -3.19, 0.39)
N (-0.48, -2.48, 1.07)
C (-0.60, -2.91, 2.48)
C (-1.01, -1.79, 3.38)
C (-1.35, -2.06, 4.71)
C (-1.69, -1.01, 5.53)
C (-1.71, 0.28, 5.01)
C (-1.38, 0.46, 3.69)
N (-1.02, -0.56, 2.88)
C (2.95, -3.55, 1.29)
H (5.62, -1.46, 1.30)
H (0.50, -3.04, -0.68)
H (0.56, -4.26, 0.60)
H (-1.35, -2.77, 0.62)
H (-1.30, -3.73, 2.60)
H (0.38, -3.27, 2.81)
H (-1.41, -3.09, 5.04)
H (-1.95, -1.20, 6.56)
H (-1.98, 1.13, 5.62)
H (-1.40, 1.44, 3.24)
H (2.69, -4.58, 1.50)
S (-2.79, 3.31, -3.51)
C (-3.32, 4.54, -4.55)
C (-2.78, 5.75, -4.23)
C (-1.92, 5.67, -3.11)
C (-1.81, 4.40, -2.60)
C (-1.00, 3.96, -1.46)
C (-1.15, 2.66, -0.94)
N (-0.44, 2.18, 0.07)
C (0.45, 3.00, 0.67)
C (0.67, 4.32, 0.23)
C (1.65, 5.12, 0.90)
C (2.39, 4.62, 1.92)
C (2.20, 3.27, 2.37)
C (3.01, 2.67, 3.35)
C (2.82, 1.34, 3.66)
C (1.74, 0.67, 3.05)
N (0.97, 1.22, 2.14)
C (1.22, 2.49, 1.76)
C (3.70, 0.59, 4.56)
C (3.91, -0.77, 4.56)
C (4.86, -1.17, 5.53)
C (5.35, -0.13, 6.25)
S (4.67, 1.36, 5.75)
C (-0.07, 4.77, -0.86)
H (-4.01, 4.31, -5.35)
H (-2.99, 6.66, -4.76)
H (-1.41, 6.52, -2.69)
H (-1.89, 1.99, -1.37)
H (1.80, 6.14, 0.56)
H (3.14, 5.23, 2.41)
H (3.81, 3.24, 3.80)
H (1.51, -0.35, 3.33)
H (3.43, -1.45, 3.87)
H (5.16, -2.20, 5.68)
H (6.08, -0.15, 7.04)
H (0.11, 5.78, -1.23)
N (-2.88, 0.33, 0.77)
C (-3.55, -0.80, 1.34)
C (-4.04, -0.82, 2.64)
C (-4.35, -2.03, 3.24)
C (-4.22, -3.22, 2.54)
C (-3.93, -3.18, 1.18)
C (-3.60, -1.97, 0.58)
S (-4.17, -4.78, 3.41)
O (-4.60, -5.77, 2.44)
O (-2.74, -4.87, 3.74)
O (-5.02, -4.61, 4.57)
H (-3.12, 1.21, 1.23)
H (-3.15, 0.41, -0.23)
H (-4.10, 0.10, 3.20)
H (-4.66, -2.07, 4.27)
H (-3.93, -4.11, 0.62)
H (-3.34, -1.93, -0.48)
O (-3.17, 0.26, -1.95)
C (-2.08, -0.16, -2.36)
N (-1.80, -0.24, -3.69)
C (-0.40, -0.49, -3.91)
C (-0.03, -0.97, -2.49)
O (0.99, -1.58, -2.25)
N (-1.00, -0.57, -1.59)
C (-0.11, -1.54, -4.97)
C (1.21, -1.87, -5.26)
C (1.49, -2.82, -6.23)
C (0.47, -3.44, -6.92)
C (-0.85, -3.11, -6.64)
C (-1.14, -2.16, -5.66)
C (0.34, 0.82, -4.20)
C (-0.14, 1.65, -5.21)
C (0.46, 2.86, -5.48)
C (1.56, 3.28, -4.73)
C (2.05, 2.46, -3.73)
C (1.45, 1.23, -3.46)
H (-2.42, 0.22, -4.33)
H (2.02, -1.39, -4.72)
H (2.52, -3.08, -6.44)
H (0.69, -4.18, -7.68)
H (-1.66, -3.59, -7.17)
H (-2.17, -1.94, -5.43)
H (-0.98, 1.33, -5.81)
H (0.08, 3.49, -6.27)
H (2.03, 4.23, -4.94)
H (2.91, 2.77, -3.15)
H (1.84, 0.61, -2.67)

charge = 0

Löwdin atomic charge list, values in e, 5 entries: 1.071, 0.867, -0.755, -0.237, -0.615


The following is a DFT calculation (ωB97M-V/def2-TZVPD) of a cluster of 3 separate species, C3H14NO2S in total in a non-equilibrium geometry.

Cartesian coordinates (Å):
C (0.27, -0.16, -1.51)
C (0.84, 1.22, -1.14)
C (1.36, 1.18, 0.30)
S (2.50, -0.19, 0.60)
N (-0.77, -0.70, -0.58)
H (0.04, -0.07, -2.56)
H (1.11, -1.00, -1.41)
H (-0.08, 1.89, -1.22)
H (1.67, 1.63, -1.71)
H (0.39, 1.00, 0.94)
H (1.93, 2.08, 0.68)
H (3.53, 0.38, 0.09)
H (-1.06, 0.19, -0.04)
H (-1.45, -1.39, -0.87)
H (-0.37, -1.49, 0.10)
H (-2.79, 0.73, 1.12)
H (-2.32, 2.06, 0.98)
O (-2.18, 1.18, 0.61)
H (-1.54, -3.20, 1.63)
H (-0.28, -2.72, 2.37)
O (-0.80, -2.61, 1.60)

charge = +1

Löwdin atomic charge list, values in e, 5 entries: -0.221, -0.251, -0.562, 0.757, 0.122


Energy relative to the best compared isomer or geometry (same formula, charge and spin) values (in eV) by entry order: 0.2771; 1.7510.
HOMO energy values (in eV) by entry order: -7.9344; -12.4983.
Energy values (in eV) by entry order: -148779.458; -19751.049.